Entry 1:
# C30H81N2O21P5

8 unconnected molecules or ions with the total composition C30H81N2O21P5 (wB97M-V/def2-TZVPD, the OMol25 dataset).

As for the SMILES: COP(=O)(OC)OC.COP(=O)(OC)OC.COP(=O)(OC)OC.COP(=O)(OC)OC.COP(=O)(OC)OC.CCN(CC)CC.CCN(CC)CC.CC(C)=O. Its strongest force on any atom is 3.34 eV/A. Its HOMO-LUMO gap is 8.08 eV.

ORCA input file:
```
! RIJCOSX wB97M-V def2-TZVPD def2/J DEFGRID3
* xyz 0 1
P 1.41253 -5.87074 2.75594
P -4.20951 1.69969 -1.53086
P -2.42145 -3.02563 -3.40857
P -2.89149 -1.48979 3.10576
P 1.90773 -3.16939 -3.82257
O 0.58851 -4.77249 1.92097
O -2.59378 0.06807 3.06357
O -2.80517 1.23818 -1.49458
O -2.24256 -2.08113 -2.09798
O 2.14034 -1.68875 -3.25710
O 2.45080 0.82183 0.73551
O 2.90367 -5.27370 2.92893
O -4.59518 2.32616 -2.93167
O -4.36840 -1.60576 3.66379
O -4.48125 2.78180 -0.42577
O -1.68824 -4.30234 -3.55360
O -2.12057 -2.06321 -4.60276
O -5.37404 0.58685 -1.28964
O 0.85159 -2.87231 -4.92912
O -4.02190 -3.07196 -3.30592
O 0.87733 -5.87392 4.30024
O 3.06470 -3.90549 -4.27525
O 1.32299 -7.19067 2.16958
O -1.87272 -2.24811 3.85560
O -3.06219 -1.73697 1.49911
O 1.14267 -3.84746 -2.54064
N 4.15993 3.92110 3.60403
N 0.81816 4.28069 -2.23290
C -3.68068 3.17343 -3.54602
C 0.85071 1.76910 -2.61527
C 1.48913 5.40830 -1.59328
C 3.90678 -5.12253 1.95998
C 2.65314 5.87704 -2.42695
C 1.38559 -5.26108 -2.45498
C 4.96993 6.18121 4.39745
C -2.94329 -0.85190 -4.66015
C -0.72740 3.77116 -0.38295
C -0.95570 -1.51197 -1.87191
C -3.19192 1.07523 2.21863
C 2.30978 -0.12077 1.54645
C -4.54896 -4.04056 -4.27446
C -0.80308 -4.97350 1.75177
C 2.11111 3.07535 4.62781
C -5.37150 -0.53209 -2.27384
C 3.40110 2.76976 3.99289
C 3.26236 -1.52827 -2.37915
C -5.76959 3.23685 0.08121
C -0.61392 4.24793 -1.86002
C 4.68211 4.70974 4.73165
C 0.96302 -0.39673 2.20212
C -4.58698 -1.36864 5.06167
C 0.51101 -4.60563 4.92448
C 5.15731 3.63737 2.62722
C 1.55491 3.06430 -2.17681
C 4.64205 3.58391 1.15821
C 3.47441 -0.95001 1.94224
C 1.28267 -3.02589 -6.29453
C -3.56012 -3.06227 1.11459
H -4.15438 3.39198 -4.50936
H -0.52543 -4.50989 4.96908
H 0.37944 0.53591 2.12624
H 5.51896 3.55566 0.52534
H 3.51168 -1.03550 3.02472
H -4.34022 -0.70824 -2.57941
H 1.91549 5.18272 -0.58335
H -0.15526 -2.25974 -1.84653
H -3.36199 -3.79174 1.89965
H -5.90322 -1.41367 -1.93155
H -3.78172 -1.85612 5.61114
H 5.96699 6.24815 4.05914
H 4.95755 6.75621 5.32556
H 4.45567 -0.60212 1.62991
H 1.93233 2.75562 -1.15996
H -0.98186 -5.97037 1.30076
H -2.87271 -0.39707 -5.60812
H -4.19659 -3.77230 -5.24804
H -4.16718 -4.96969 -3.91561
H 3.13984 6.74432 -1.98267
H 4.00024 2.04824 4.64119
H 0.64540 -5.54177 -1.70594
H -4.71316 -0.27514 5.32779
H 1.18204 -5.74272 -3.38097
H 2.38405 6.24149 -3.38436
H 4.26487 6.52532 3.70720
H 1.02043 -0.74804 3.23882
H -2.85412 2.02107 2.52726
H 5.68719 2.77862 2.99855
H 1.41701 3.75180 3.98812
H 2.10745 3.70549 5.49327
H 0.49084 -1.12282 1.52663
H 4.05910 2.66725 0.97127
H -4.68262 -2.99052 0.91622
H 3.93704 4.57444 5.52198
H -3.05270 -3.36135 0.20893
H -5.49977 4.03670 0.75110
H 1.99420 -2.25741 -6.42272
H -0.04539 4.41814 0.20059
H -5.62451 -4.02635 -4.27200
H 1.02679 -4.55879 5.85273
H -0.72860 -0.77008 -2.64921
H 2.96558 -0.67600 -1.75444
H -2.66662 2.72546 -3.65796
H -3.97108 -1.07211 -4.40067
H 2.40929 -5.53593 -2.06348
H -1.33181 -4.91365 2.66151
H 4.75730 -4.65083 2.45164
H 5.83034 4.48491 2.85746
H -6.33848 3.57565 -0.73001
H 1.63548 2.16880 4.92663
H 0.60589 1.80526 -3.69498
H 0.43426 -2.92263 -6.96363
H -5.48363 -1.80896 5.35550
H 0.86016 -3.75444 4.32874
H -1.10432 3.55258 -2.53156
H -3.72093 4.16248 -3.09279
H -1.13906 -4.20199 1.10925
H -6.03135 -0.14988 -3.07344
H 3.33335 2.16282 3.05963
H -1.08623 5.24640 -2.04035
H 3.20771 -1.94883 1.50801
H 2.41112 3.21797 -2.87372
H 3.37912 -2.39553 -1.72639
H 3.53482 -4.61651 1.07915
H 0.77643 6.24091 -1.48746
H -6.27770 2.38883 0.55349
H 1.51837 0.90840 -2.41935
H 1.75571 -4.03593 -6.39889
H -0.00093 1.49451 -2.00895
H -0.41488 2.73631 -0.47490
H 4.02789 4.41771 0.81458
H -0.93945 -1.00591 -0.86354
H -1.72127 3.72613 -0.04830
H 4.19794 -1.42518 -2.97035
H 3.43651 5.10785 -2.52921
H -2.95170 0.91156 1.18358
H -4.30948 1.02138 2.36575
H 5.56012 4.15579 5.20791
H -2.55206 -0.11264 -3.89106
H 4.30395 -6.10586 1.63708
*
```

Atomic partial charges in e from the Mulliken method, atoms 1 to 8: 0.49 0.15 0.63 0.19 0.11 0.32 -0.27 0.64

---

Entry 2:
# C30H81N5O13

8 unconnected molecules or ions with the total composition C30H81N5O13 (wB97M-V/def2-TZVPD, the OMol25 dataset).

As for the SMILES: COCCNCCOC.COCCNCCOC.COCCNCCOC.COCCNCCOC.COCCNCCOC.O.O.O. Its strongest force on any atom is 3.96 eV/A. The calculation puts the relative energy (zero: lowest compared OMol25 entry of this formula, charge and spin) at 69.6 kcal per mole. Its HOMO-LUMO gap is 7.95 eV.

ORCA input file:
```
! RIJCOSX wB97M-V def2-TZVPD def2/J DEFGRID3
* xyz 0 1
O -0.20973 1.01088 -1.26432
O 0.17973 -2.36525 2.43782
O 0.72784 -6.86885 3.55502
O 7.69884 2.74671 -0.45201
O 2.27830 0.11533 -1.52404
O -1.19236 3.72386 -0.97970
O -2.61680 -5.40171 -0.74190
O -2.44519 -0.45790 -0.75651
O 1.74991 -1.19952 -5.35893
O 2.17622 5.11573 -2.01638
O -1.57321 1.94673 3.52086
O -2.84536 0.63261 -5.26498
O -1.17888 1.54032 8.18406
N -2.94562 -2.96265 -2.39725
N -0.05650 1.27920 -5.44601
N 1.19691 -4.82727 1.30664
N -2.91259 2.30924 5.95011
N 4.70935 4.82084 0.08140
C -0.14995 2.11600 8.90482
C 9.05312 2.99046 -0.61975
C -2.96063 2.21196 3.53474
C -0.90977 1.90919 -4.39151
C 3.24634 4.55857 0.25017
C 1.93091 4.53193 -3.29792
C -4.24651 0.55984 -5.60385
C -3.05237 -0.45581 -2.10596
C 0.24055 -3.96227 0.66527
C -2.82782 -5.31054 -2.14984
C -2.40995 1.93648 -4.84775
C -3.32872 1.74168 7.25125
C 2.49807 4.11708 -1.07895
C 0.45593 -2.43092 1.05225
C -3.41699 1.53988 4.84593
C 5.54253 3.60864 -0.08356
C 0.13871 -1.01277 2.83115
C -0.81009 2.48869 2.44660
C 2.70182 -2.19050 -5.79886
C -3.13672 0.42798 0.13352
C 7.05760 3.94201 -0.05136
C 0.01655 -7.70510 4.48437
C 0.94927 -6.25720 1.23321
C -2.35054 2.36062 8.20901
C 2.11131 0.14879 -5.79689
C -3.68630 -4.77010 0.08761
C 1.31699 1.16811 -4.99561
C -2.33782 -1.63714 -2.80691
C -2.17888 -4.11709 -2.74221
C 0.06523 -6.82980 2.25906
H 3.21713 -1.90244 -6.71515
H -1.99478 4.04586 -1.39039
H -1.04792 0.58358 -1.08798
H -4.43943 -0.48538 -5.84553
H 4.67739 5.31323 -0.79986
H 1.94564 -6.64982 1.43617
H -2.71329 0.50731 1.13477
H -0.46557 2.81570 -3.98038
H 5.18348 3.17583 -1.01729
H -3.26680 0.47098 4.99758
H -2.16607 3.41404 7.99838
H -3.07912 3.28185 3.70619
H -0.49412 2.36283 9.90918
H -2.44415 -1.47680 -3.87980
H -0.39293 1.94585 -1.17218
H 9.43932 2.07045 -1.05852
H 0.67106 1.42530 9.09707
H 1.30615 3.63934 -3.33027
H 2.74593 5.37965 0.76351
H -0.19141 -8.73036 4.17831
H -2.89768 2.36954 -3.97443
H 3.44556 -2.38322 -5.02567
H 1.32043 0.77293 -3.97978
H 1.40355 0.47610 -1.37953
H 1.78457 0.29841 -6.82594
H 1.45776 -2.05741 0.84028
H -0.44245 0.39863 -5.75547
H 1.53461 3.68434 -0.80958
H -4.71014 -5.11425 -0.05874
H -4.87590 0.72629 -4.72963
H 9.23525 3.73711 -1.39270
H -0.74901 3.57630 2.48481
H -3.15345 1.45511 -0.23094
H -2.96488 0.51505 -2.59369
H 2.77221 4.13781 -3.86799
H -2.98739 -2.91986 -1.38903
H 1.77982 2.15486 -5.01063
H -4.36198 1.99457 7.48900
H 2.09557 -3.09281 -5.87887
H 0.17697 3.02470 8.39939
H 0.58938 -6.62349 0.27175
H -3.72223 -3.69512 -0.08909
H 7.31202 4.78041 -0.69979
H -2.39502 2.63481 -5.68454
H -3.87177 -5.35381 -2.46032
H -0.12348 -0.98884 3.88888
H 1.19969 -4.49577 2.26068
H 7.34278 4.05006 0.99511
H -3.26303 0.65426 7.28746
H -1.90300 2.33778 5.94484
H -0.89336 1.10232 -3.65885
H 3.17284 0.34507 -5.64612
H 2.81311 0.49638 -0.82761
H 0.23007 2.17800 2.54479
H 3.15559 3.80781 1.03517
H 0.30855 -4.10542 -0.41315
H -1.19087 2.07996 1.51062
H 0.55353 -7.65327 5.43152
H -0.20956 -7.82657 1.91405
H -4.10519 -0.73607 -2.07256
H 1.55945 5.31919 -3.95392
H -2.84750 2.41056 9.17785
H 1.01639 -0.38806 2.66530
H -3.38481 -4.83533 1.13305
H -0.20847 -1.83930 0.42244
H -4.39677 1.23028 -6.45002
H -2.19044 -4.13272 -3.83204
H -0.83801 4.48333 -0.51723
H -2.30095 -6.19895 -2.49802
H -1.12843 -3.96861 -2.49203
H -0.97727 -7.30124 4.67753
H 5.26421 2.91115 0.70648
H -0.78293 -4.21916 0.93843
H -4.20354 0.24107 0.25631
H 9.53627 3.24270 0.32420
H -4.49684 1.39330 4.82225
H -1.26425 -1.65456 -2.61917
H 3.05115 3.30316 -1.54774
H -0.62769 -0.47121 2.27667
H -3.57292 1.91969 2.68164
H -0.82336 -6.21197 2.38855
*
```

Atomic partial charges in e from the Mulliken method, atoms 1 to 8: 0.71 -0.34 -0.34 -0.27 -0.61 -0.46 -0.21 -0.08

---

Entry 3:
# C30H82FO15S14

13 unconnected molecules or ions with the total composition C30H82FO15S14 (wB97M-V/def2-TZVPD, the OMol25 dataset).

Its strongest force on any atom is 3.42 eV/A. Its HOMO-LUMO gap is 4.55 eV.

ORCA input file:
```
! RIJCOSX wB97M-V def2-TZVPD def2/J DEFGRID3
* xyz -1 1
S 2.55658 0.25827 -6.05600
S -4.65590 7.76989 2.56726
S 2.56865 1.31765 -1.41814
S 7.25550 -2.38908 -1.49151
S 8.20347 -5.55142 2.86276
S 1.86815 -4.57972 -3.58352
S -5.64777 2.27968 9.09719
S 9.06127 -0.80268 -5.88834
S -2.99857 0.89954 -2.17433
S 8.42659 -7.47677 -2.38649
S -5.94722 0.63249 2.69698
S -2.16605 0.62885 -10.05408
S -8.38294 0.85485 6.27180
S -9.48696 7.20060 5.76193
F -7.11231 1.35360 1.83472
O 9.29301 -1.96035 -6.79244
O 2.08037 0.70705 -0.14859
O 5.98558 -2.36797 -2.27573
O -5.31979 7.23297 3.78301
O -2.19094 1.85490 -2.99682
O 9.01701 -4.59532 2.06186
O -6.10058 -2.65952 5.62424
O -1.02793 -0.26148 -9.69517
O 2.16644 -6.02614 -3.78462
O 2.08720 -0.33875 -4.77259
O -5.31739 1.15140 8.19964
O -5.03134 1.70239 3.04948
O -5.25921 -0.38230 1.95058
O 8.34953 -7.21401 -0.92420
O -9.19816 5.74879 5.61005
C 3.33035 -3.66125 -4.06880
C 3.65078 0.12359 -2.20612
C -6.78500 -0.01588 4.13787
C -5.91121 -1.55106 5.99232
C 1.19415 0.13739 -7.21830
C -7.60677 1.17771 4.65927
C -5.61964 -0.36971 5.08510
C -7.95371 8.07081 5.41580
C 9.16880 -9.10268 -2.59935
C -8.29262 3.53565 7.10494
C 7.24482 -3.87034 -0.48626
C -9.24638 2.44891 6.51694
C -3.62203 1.80078 -0.75556
C 8.81986 -1.45513 -4.23018
C -1.84321 -0.12238 -1.24663
C -2.28801 1.88568 -8.77179
C 7.06059 -1.23942 -0.12106
C 6.77923 -7.94902 -2.93456
C 9.35209 -6.57623 3.79230
C 7.56468 -4.65071 4.28367
C -10.34868 7.72918 4.27125
C -4.08726 3.03190 9.59718
C -5.84841 7.67146 1.22188
C -3.56859 6.47919 1.94536
C 0.85117 -4.04234 -4.96726
C -6.03825 1.57995 10.71139
C -3.68139 -0.23294 -9.60995
C 1.23072 1.19454 -2.61396
C 3.61109 -0.95687 -6.86110
C 10.66439 -0.05126 -5.56019
H 8.63327 -9.83418 -1.99349
H 3.87245 -0.60529 -7.85931
H -6.65282 8.37618 1.42701
H 0.82755 -0.88812 -7.25524
H 4.54506 0.00985 -1.59585
H 7.00340 -0.22943 -0.52510
H -4.34516 2.53543 -1.10583
H 0.39655 0.79526 -6.87813
H -4.12516 5.54738 1.83935
H 1.32969 -4.32241 -5.90697
H 0.71760 -2.96003 -4.91658
H 3.09057 -1.91318 -6.92116
H 10.20626 -9.04870 -2.27469
H -6.25359 6.66074 1.16230
H 1.52617 0.45239 -8.20731
H 8.79468 -7.20756 4.48456
H -1.40899 2.52455 -8.83632
H 8.09947 -3.85896 0.19009
H 3.92956 0.48867 -3.19265
H -8.41983 1.35756 3.94368
H 8.38178 -4.14364 4.79789
H -6.96855 1.02211 10.62154
H -4.11353 1.10615 -0.07036
H 4.12539 -3.87497 -3.35602
H -4.53134 0.43638 -9.74444
H -7.25771 3.19800 7.07110
H -2.76084 6.34090 2.66115
H 9.64109 -2.12459 -3.97254
H 6.84646 -3.91532 3.92588
H 0.41955 1.84592 -2.28769
H -3.62466 -0.56870 -8.57424
H -4.27673 3.79024 10.35844
H -7.24476 7.84722 6.21004
H -3.15504 6.78590 0.98396
H -3.18459 2.48393 -8.93447
H -10.46626 8.81356 4.28486
H 7.88122 -2.00627 -4.21203
H 6.12733 -7.08148 -2.84703
H 6.31576 -3.92468 0.08317
H -5.24382 0.48746 5.66475
H -3.78877 -1.09346 -10.26751
H 3.10921 -2.59206 -4.05393
H -6.99290 2.09934 4.67332
H -10.16105 2.32498 7.10142
H -5.36057 7.93970 0.28438
H -5.23808 0.90904 11.02731
H 10.05325 -5.94350 4.33745
H 3.64352 -3.96866 -5.06845
H 7.92344 -1.31884 0.54066
H 3.14552 -0.83682 -2.29135
H 6.82117 -8.26727 -3.97641
H -9.55501 2.82542 5.53366
H -2.80120 2.31006 -0.25030
H -1.13580 0.50981 -0.70906
H -5.90831 -1.35486 7.09187
H -8.54580 3.80159 8.14237
H -8.43963 4.45294 6.49879
H -8.14180 9.14553 5.38780
H 4.51692 -1.07062 -6.26713
H -1.30283 -0.75569 -1.94846
H 11.36516 -0.81316 -5.21763
H -9.78375 7.42019 3.39125
H 6.14347 -1.46701 0.42324
H -2.32390 1.41112 -7.79048
H -0.11741 -4.53332 -4.89043
H 11.02961 0.39098 -6.48531
H 7.06635 -5.34630 4.95913
H -11.32957 7.25751 4.25933
H 9.89583 -7.20147 3.08681
H -7.54660 7.73115 4.46435
H 1.58031 1.51687 -3.58758
H 8.76926 -0.63020 -3.51959
H 6.39910 -8.75561 -2.30735
H 9.13104 -9.38302 -3.65224
H -4.78277 -0.68403 4.44165
H 10.55213 0.72685 -4.80466
H -3.41437 2.26604 9.98553
H -2.39684 -0.74795 -0.54588
H -3.64122 3.49939 8.72131
H 7.31788 -4.73490 -1.14325
H 0.87414 0.16914 -2.66596
H -6.16447 2.38587 11.43590
*
```

Atomic partial charges in e from the Mulliken method, atoms 1 to 8: 0.51 0.44 0.39 0.55 0.64 0.49 0.75 0.53